The following is a DFT calculation (ωB97M-V/def2-TZVPD) of a molecular structure, C24H27BF2N4OPbS2.

Each line ends with the Mulliken charge.
Cartesian coordinates (Å):
Pb1 -1.75593 0.17902 -1.19949  0.87
C1 -3.52498 0.35996 -7.39112  -1.01
C2 -2.13170 0.11661 -6.83534  -0.39
N1 -2.15094 -0.69478 -5.61507  -0.18
C3 -2.30403 -0.18935 -4.39044  0.61
S1 -2.32309 -1.40981 -3.09632  -0.46
N2 -2.44298 1.10512 -4.25736  -0.64
N3 -2.58134 1.52505 -2.96230  -0.07
C4 -3.21431 2.62021 -2.75003  0.75
C5 -3.75837 3.48880 -3.83476  -1.22
C6 -3.46880 2.98672 -1.32817  0.42
C7 -3.92465 4.24510 -0.97108  -0.56
C8 -4.21861 4.50036 0.36043  -0.39
C9 -4.04437 3.49767 1.29904  -0.65
C10 -3.55953 2.27543 0.86729  -0.16
N4 -3.28853 2.02372 -0.41260  -0.34
H1 -3.46227 0.93424 -8.31500  0.34
H2 -4.13324 0.91856 -6.67981  0.26
H3 -4.02948 -0.58060 -7.61241  0.32
H4 -1.63858 1.05600 -6.59460  0.28
H5 -1.50972 -0.41201 -7.55616  0.39
H6 -2.13631 -1.69791 -5.69959  0.19
H7 -3.78898 2.94472 -4.77254  0.20
H8 -3.11488 4.36231 -3.97046  0.35
H9 -4.75523 3.84320 -3.57757  0.43
H10 -4.04920 5.01262 -1.72018  0.38
H11 -4.58490 5.47347 0.65841  0.45
H12 -4.28097 3.65195 2.34162  0.40
H13 -3.39318 1.46397 1.56600  0.45
F1 1.55799 -1.49754 -1.08423  -0.23
B1 1.47837 -2.75472 -0.67519  0.56
F2 1.07311 -3.67292 -1.51443  -0.21
O1 0.28428 -1.29868 1.73447  -0.53
S2 1.37307 -0.38559 2.30532  0.35
C11 2.92165 -0.98967 1.49771  -1.11
C12 2.89355 -2.47222 1.50756  0.27
C13 1.81037 -3.15190 0.82397  0.81
C14 1.63875 -4.55430 1.08525  -0.68
C15 2.48503 -5.23800 1.91213  -0.84
C16 3.56255 -4.55687 2.49166  -0.49
C17 3.75212 -3.19178 2.31684  -0.69
C18 1.65051 -0.93134 4.00014  -0.93
C19 2.82551 -0.19098 4.57910  0.46
C20 3.93262 -0.90237 5.03062  -0.28
C21 5.02917 -0.23205 5.55254  -0.76
C22 5.03079 1.15447 5.61343  -0.45
C23 3.92612 1.86919 5.16936  -0.70
C24 2.82480 1.20027 4.65658  -0.19
H14 3.75361 -0.55207 2.04618  0.57
H15 2.85126 -0.55189 0.50602  0.51
H16 0.85115 -2.42930 1.26241  0.31
H17 0.83300 -5.07573 0.58394  0.50
H18 2.34476 -6.29297 2.09959  0.47
H19 4.26069 -5.10767 3.11035  0.46
H20 4.56476 -2.68550 2.82163  0.69
H21 1.79642 -2.01299 3.99632  0.35
H22 0.70333 -0.70760 4.49555  0.56
H23 3.92292 -1.98661 5.00929  0.56
H24 5.87791 -0.79193 5.92126  0.42
H25 5.88522 1.67688 6.02107  0.41
H26 3.91754 2.94846 5.23543  0.41
H27 1.95613 1.76560 4.33773  0.40

Force components x, y, z for each atom (eV/Å):
Pb 0.048 0.256 -0.040
C -0.010 0.014 -0.009
C -0.035 -0.032 0.047
N 0.058 -0.009 0.006
C -0.053 0.067 -0.107
S -0.094 -0.043 -0.024
N 0.122 -0.117 0.227
N 0.008 -0.194 -0.133
C -0.126 0.245 0.212
C 0.021 -0.026 -0.017
C 0.046 -0.067 -0.199
C -0.011 0.036 0.037
C -0.010 0.033 -0.006
C 0.013 -0.009 -0.018
C 0.002 0.012 -0.022
N -0.045 -0.132 0.026
H -0.004 0.009 0.005
H -0.002 -0.006 0.004
H 0.005 0.001 -0.005
H 0.016 -0.003 -0.016
H -0.007 -0.013 -0.003
H 0.024 0.025 -0.009
H 0.005 0.005 0.011
H 0.004 -0.002 0.008
H -0.009 -0.005 -0.009
H -0.008 0.015 0.008
H 0.002 0.001 -0.002
H 0.006 0.000 0.005
H -0.016 -0.007 0.000
F 0.020 -0.040 -0.059
B -0.115 0.072 0.192
F -0.061 0.051 -0.060
O -0.141 -0.312 -0.188
S 0.214 0.119 0.061
C -0.092 -0.001 -0.181
C -0.257 -0.068 -0.050
C 0.725 -0.582 -0.262
C -0.017 0.211 -0.115
C 0.135 0.067 0.148
C -0.004 -0.118 0.023
C -0.055 -0.012 0.018
C -0.056 -0.044 0.100
C -0.009 0.005 0.004
C 0.014 -0.009 0.028
C 0.007 0.008 -0.008
C -0.040 -0.003 -0.010
C 0.030 -0.016 0.009
C -0.018 -0.024 0.007
H 0.010 -0.030 0.022
H 0.103 0.010 -0.052
H -0.355 0.627 0.387
H 0.020 -0.007 -0.020
H 0.015 -0.008 -0.011
H -0.004 0.004 0.005
H -0.003 -0.020 -0.025
H -0.035 0.027 0.005
H 0.027 0.001 0.047
H -0.006 0.033 0.015
H 0.004 -0.002 0.002
H 0.002 0.004 0.000
H -0.001 0.005 -0.005
H -0.002 0.000 -0.006

Calculated values
E: -2438.4116 Ha
Multiplicity: 1
Total charge: +2
Frontier orbital gap: 6.67 eV